(1)
ORCA calculation (wB97M-V/def2-TZVPD) on a 9-piece molecular cluster, C4H26N2O9 overall in a non-equilibrium geometry.

Atoms and positions in Å:
C1 0.1856 2.6559 -0.5302
N1 1.1737 1.6801 -0.1338
C2 1.8105 1.5335 1.1004
N2 1.2648 1.9819 2.2397
O1 2.9273 1.0025 1.0963
C3 -1.1611 2.0362 -0.8341
C4 -1.3274 1.5298 -2.2522
H1 0.5920 3.3714 -1.2512
H2 0.1279 3.3608 0.3012
H3 1.5032 0.9805 -0.8416
H4 0.3327 2.3993 2.3346
H5 1.6167 1.6167 3.1252
H6 -1.4225 1.2557 -0.1372
H7 -1.8974 2.8364 -0.7325
H8 -2.2367 1.8242 -2.7915
H9 -0.5360 1.8795 -2.9059
H10 -1.4336 0.4546 -2.3049
H11 2.2717 -1.4678 -1.3855
H12 1.0602 -2.0770 -0.4695
O2 1.3124 -1.6849 -1.3403
H13 -0.8112 -3.7973 0.4396
H14 -0.3197 -2.6993 1.3507
O3 -0.1313 -3.1189 0.4962
H15 -2.3945 -3.8624 -0.6859
H16 -2.9443 -4.9729 0.4638
O4 -2.7064 -4.1256 0.1478
H17 -1.0107 -2.2680 -4.5032
H18 -0.1143 -1.9755 -3.3143
O5 -0.8318 -2.5435 -3.5574
H19 2.6408 3.8225 -1.1259
H20 3.5557 4.1016 0.0657
O6 3.2638 4.4839 -0.7654
H21 3.4824 0.3161 -0.4419
H22 4.3525 -0.9393 -0.4039
O7 3.7268 -0.4394 -0.9788
H23 -2.8663 -0.3739 4.6914
H24 -4.1831 -0.6542 3.8799
O8 -3.2198 -0.6040 3.8151
H25 -2.2153 -2.9533 2.1862
H26 -1.8629 -1.8196 3.0469
O9 -1.5746 -2.7464 2.9068

Summary:
maximum force: 3.67 eV Å⁻¹
expectation value of S²: 0.7634
relative energy (zero: lowest compared OMol25 entry of this formula, charge and spin): 0.0467 eV
spin multiplicity: 2
total charge: +1

Results of the Löwdin charge analysis, in e, for atoms 1 through 6: C -0.15; N 0.27; C -0.49; N 0.23; O 0.14; C -0.19

(2)
ORCA calculation (wB97M-V/def2-TZVPD) on a 10-piece molecular cluster, C4H27NO11 overall in a non-equilibrium geometry.

Atoms and positions in Å:
O1 -0.8222 -0.6400 2.2907
C1 -0.4117 -1.7383 2.5703
O2 0.2342 -2.0668 3.7117
C2 -0.8631 -2.9956 1.8485
C3 -0.9771 -2.7547 0.3200
C4 0.2288 -3.4840 -0.3836
N1 0.8178 -2.7731 -1.5103
H1 1.0044 -1.4641 3.7586
H2 -1.9634 -3.0081 2.1395
H3 -0.3316 -3.8260 2.2363
H4 -1.0057 -1.7074 0.0205
H5 -1.8488 -3.2602 -0.0371
H6 -0.1926 -4.3923 -0.7753
H7 1.0681 -3.4266 0.3253
H8 0.2700 -2.7131 -2.3669
H9 1.4684 -2.0067 -1.3932
H10 -0.7416 1.9583 3.0742
H11 -0.1518 3.1785 2.3715
O3 -0.5118 2.2976 2.2017
H12 -1.4932 -0.2369 -2.6291
H13 -1.0012 0.3379 -1.3711
O4 -0.7872 -0.4183 -1.9627
H14 1.9683 0.5241 -2.4845
H15 3.3283 -0.2226 -2.3316
O5 2.8953 0.6254 -2.2020
H16 -2.3926 1.1396 1.2199
H17 -2.1866 -0.0739 0.6040
O6 -2.5229 0.7919 0.3211
H18 2.7743 0.7006 0.6521
H19 3.0589 -0.2189 1.8054
O7 2.4610 0.4894 1.5415
H20 1.6764 4.0738 -1.1642
H21 2.5699 3.5062 -0.0195
O8 1.7015 3.8674 -0.2247
H22 -0.7434 2.2669 -0.5044
H23 -2.0622 2.2335 -1.0619
O9 -1.1499 2.1597 -1.3779
H24 0.0993 1.2678 -3.3749
H25 0.6248 -0.0520 -3.3490
O10 0.6303 0.6964 -3.9587
H26 -1.4176 4.1416 -0.2247
H27 -1.3604 3.4424 1.1983
O11 -1.9413 3.7807 0.4964

Summary:
maximum force: 3.35 eV Å⁻¹
expectation value of S²: 0.7550
relative energy (zero: lowest compared OMol25 entry of this formula, charge and spin): 2.2683 eV
spin multiplicity: 2
total charge: +1

Results of the Löwdin charge analysis, in e, for atoms 1 through 6: O 0.12; C -0.50; O 0.12; C -0.06; C -0.11; C -0.11